C44H67F21O26 | the ωB97M-V functional and the def2-TZVPD basis

```
158
Properties=species:S:1:pos:R:3:forces:R:3:lowdin_charge:R:1
C -2.91618 0.89221 -7.23764 -0.1 -0.8 0.5 -0.0429
C -2.42576 -0.47694 -6.66731 -0.5 0.3 1.1 -0.1577
O -1.99984 -0.26165 -5.28834 0.3 0.6 1.8 -0.0248
C -1.87896 -1.30675 -4.42650 0.7 -0.1 -3.8 -0.3599
O -1.91034 -2.45361 -4.81826 -0.2 1.0 1.4 0.1511
C -1.50127 -0.86907 -3.01217 -1.0 0.9 0.6 -0.4502
F -0.47972 -1.54281 -2.56390 0.3 -0.5 0.0 0.1967
F -1.15196 0.47401 -2.92342 -1.6 -2.3 0.1 0.1302
F -2.62880 -1.25901 -2.25548 1.7 1.5 -0.6 0.1012
H -3.29757 0.81941 -8.25614 0.4 -0.3 -0.1 0.0748
H -2.16948 1.68352 -7.17157 0.2 -0.2 -0.1 0.0682
H -3.78679 1.24980 -6.68784 0.1 -0.2 0.4 0.0745
H -1.57025 -0.95011 -7.14930 -0.3 0.1 -0.4 0.1193
H -3.22640 -1.19286 -6.48150 -0.2 -0.1 -1.1 0.1211
C -1.06003 3.03705 -0.87631 1.2 -0.4 1.1 -0.0376
C -0.90438 4.33891 -0.03805 -0.8 0.0 -2.4 -0.1737
O 0.30376 4.30492 0.74638 0.1 0.0 1.2 0.0353
C 0.54347 5.30830 1.61104 -3.8 2.3 -1.1 -0.3279
O -0.11935 6.36838 1.66656 2.3 -3.2 -0.2 0.1136
C 1.62065 5.01444 2.65638 -1.5 2.0 -0.1 -0.5648
F 0.97607 5.01708 3.86140 1.0 -0.2 -0.7 0.1467
F 2.24882 3.90536 2.47067 0.9 -1.1 0.1 0.2219
F 2.46274 6.06640 2.59348 0.2 -0.6 0.6 0.1590
H -1.63616 2.99538 -1.80066 -0.4 0.9 0.3 0.0712
H -1.46323 2.28535 -0.19772 0.0 -0.3 -0.1 0.0645
H -0.08949 2.67631 -1.21695 0.2 0.0 0.3 0.0557
H -1.84511 4.43040 0.50488 0.7 0.4 0.7 0.0942
H -0.82692 5.16652 -0.74314 0.1 0.3 0.2 0.1178
C -6.11174 5.06238 1.43164 0.6 0.0 -0.6 -0.0619
C -5.87721 3.63015 0.96183 0.4 1.0 0.6 -0.1778
O -5.49855 2.94870 2.19958 1.8 -1.0 0.6 -0.0191
C -4.17072 2.96449 2.60961 0.4 2.1 -4.1 -0.2457
O -3.25680 3.63407 2.04386 -3.6 -2.8 2.7 0.0939
C -3.90601 1.83004 3.64632 -0.5 1.6 0.5 -0.5309
F -2.95385 2.30024 4.46450 -0.8 -0.4 0.4 0.1583
F -5.03366 1.44921 4.32458 1.6 0.5 -0.6 0.1491
F -3.41326 0.80342 2.99913 -0.1 -0.9 -0.3 0.1829
H -5.15486 5.44287 1.78899 -0.2 0.1 0.2 0.0744
H -6.84488 5.01505 2.23684 0.0 0.2 -0.1 0.0859
H -6.42958 5.74154 0.64055 -0.2 -0.2 0.0 0.0797
H -5.09392 3.46238 0.22264 0.2 0.4 0.1 0.1199
H -6.80185 3.23837 0.53797 0.1 -0.6 0.6 0.1197
C 2.87604 -2.19535 3.24118 -0.1 1.2 1.9 -0.0370
C 1.86170 -2.27092 4.42805 0.0 -0.7 -0.8 -0.1717
O 0.90140 -1.19246 4.54412 -1.0 2.5 -0.1 -0.0252
C 1.19879 0.13654 4.76630 4.9 -1.6 -0.5 -0.3031
O 2.35613 0.56328 4.89739 -3.3 -0.9 -0.2 0.1361
C 0.01086 1.08848 4.79697 -2.1 -0.2 -0.7 -0.4543
F -0.16568 1.52713 6.06420 0.3 0.2 -1.4 0.1675
F 0.11272 2.12019 3.88265 0.2 -1.5 1.9 0.1366
F -1.12839 0.40239 4.44299 1.1 0.7 0.4 0.1028
H 3.20751 -3.18627 2.93086 -0.2 0.1 0.1 0.0683
H 3.69733 -1.63903 3.69295 0.5 -0.1 -0.6 0.0704
H 2.51034 -1.58889 2.41258 -0.2 -0.3 0.0 0.0541
H 2.27170 -2.42506 5.42617 0.6 0.2 -0.2 0.1273
H 1.24725 -3.15040 4.23551 -0.4 0.3 0.1 0.0809
C -1.81341 -3.43388 4.83154 -1.7 -1.5 1.0 -0.0282
C -3.17272 -4.12960 5.33201 0.8 0.6 -0.6 -0.1338
O -3.89831 -3.27071 6.29473 -0.1 -0.6 1.1 0.0124
C -4.45335 -3.74082 7.43703 0.7 -3.4 -0.4 -0.3273
O -4.42320 -4.89388 7.90468 0.4 3.3 -1.8 0.1161
C -5.26794 -2.67898 8.19249 0.2 -0.9 -0.2 -0.5796
F -6.19201 -3.35349 8.89581 0.1 0.8 0.1 0.1569
F -4.45857 -2.00439 9.00163 0.0 0.2 0.5 0.1781
F -5.86928 -1.81456 7.39925 -0.4 0.3 -0.3 0.1840
H -0.98725 -3.88553 5.38070 0.1 0.5 0.2 0.0678
H -1.88578 -2.35445 4.96452 0.2 -0.1 -0.2 0.0680
H -1.67743 -3.77139 3.80407 -0.1 0.4 -0.1 0.0474
H -2.98537 -5.13814 5.70060 -0.1 0.3 0.5 0.1154
H -3.84992 -4.24277 4.48544 0.0 0.2 0.1 0.0976
C 1.50125 0.40988 -7.00307 -0.5 1.6 0.1 -0.0399
C 1.70564 0.77942 -5.55295 1.0 -1.3 -0.3 -0.2606
O 0.99069 1.90738 -5.18076 -0.3 4.3 -0.2 -0.0275
C 1.45344 3.21440 -5.48260 1.9 -2.1 -0.4 -0.2633
O 2.47773 3.49610 -6.07825 -2.3 -0.7 1.0 0.1651
C 0.59707 4.26960 -4.73267 -0.5 -0.6 -0.9 -0.5966
F 0.19127 5.27321 -5.51942 -0.5 -0.5 -0.6 0.1691
F -0.43314 3.66352 -4.14580 -0.5 0.3 -0.2 0.1667
F 1.31154 4.84354 -3.82698 1.4 0.4 1.8 0.2149
H 0.46224 0.69089 -7.17513 -0.5 -1.1 -0.3 0.0690
H 1.83019 -0.60504 -7.22633 -0.3 0.2 -0.2 0.0923
H 1.96870 1.18551 -7.60970 0.7 -0.4 -0.2 0.0794
H 2.77523 0.89745 -5.37932 -0.1 0.1 0.4 0.1019
H 1.25554 0.02308 -4.90993 0.4 -0.2 0.1 0.1271
C 3.02207 -7.95689 2.48845 1.2 0.9 -0.8 -0.0738
C 1.53024 -7.98159 2.25153 0.7 -0.5 2.2 -0.2433
O 1.06922 -7.04761 1.28813 -1.4 3.2 -0.2 -0.0049
C 0.78703 -5.65802 1.54600 3.2 0.0 4.0 -0.1798
O 1.15090 -4.98064 2.55543 -1.8 -3.3 -4.5 0.1030
C 0.03641 -5.00762 0.34200 -1.9 -2.1 -0.3 -0.5263
F -0.72508 -6.03112 -0.18884 0.9 0.8 -0.2 0.1242
F -0.86453 -4.12626 0.73602 0.2 0.6 0.7 0.1657
F 0.76802 -4.43985 -0.59542 0.5 -0.4 0.2 0.2062
H 3.35660 -8.56695 3.32751 -0.3 0.0 0.0 0.0849
H 3.37503 -6.93544 2.63047 -0.4 0.2 0.7 0.0726
H 3.67093 -8.18855 1.64381 -0.5 -0.7 -0.4 0.0762
H 1.10433 -7.88344 3.25007 -0.4 1.1 0.0 0.1204
H 1.18067 -9.00195 2.09416 -0.1 0.2 -1.4 0.1228
C 1.64190 8.68349 -2.65774 0.0 -0.5 0.5 -0.0424
C 1.40939 8.05310 -1.19562 0.9 1.5 -2.2 -0.1605
O 1.84218 6.69919 -1.23051 0.7 -1.1 0.1 -0.0148
C 3.14665 6.38500 -1.04187 0.4 -0.4 1.1 -0.5045
O 4.07328 7.12932 -0.76133 -1.6 -1.1 -0.9 0.1246
O 3.21829 4.99580 -1.06375 -2.3 2.9 -1.8 -0.0336
C 4.46360 4.42252 -0.98941 1.5 -1.1 1.4 -0.0853
H 1.76860 9.75908 -2.78086 -0.1 0.2 0.9 0.0645
H 0.81215 8.45033 -3.32500 -0.1 -0.3 0.1 0.0605
H 2.54232 8.27330 -3.11501 0.0 -0.2 0.2 0.0672
H 0.33169 8.05378 -1.03237 0.3 -0.2 0.5 0.1170
H 1.98388 8.59359 -0.44333 -0.3 0.0 0.0 0.1205
H 4.49458 3.42947 -1.43772 -0.6 0.2 -0.2 0.0615
H 4.52442 4.29878 0.09184 1.4 -0.2 0.1 0.1077
H 5.29985 4.95270 -1.44513 -0.3 0.5 0.3 0.0982
C -1.63039 -1.01982 1.12791 1.9 -1.4 1.0 -0.0319
C -0.07037 -1.09549 1.12382 -2.0 0.9 -0.8 -0.1864
O 0.19201 -0.56914 -0.17125 2.5 0.3 -0.7 -0.0162
C 1.42895 -0.04503 -0.42099 -1.3 1.0 0.7 -0.5061
O 2.39132 -0.07876 0.32139 -1.0 -0.2 -1.4 0.1320
O 1.24138 0.69778 -1.55944 2.1 -0.2 0.8 -0.0313
C 2.39823 1.49155 -1.93780 0.8 -0.1 -0.5 -0.0167
H -2.01665 -0.00100 1.09788 0.1 -0.3 0.4 0.0719
H -1.68534 -1.60518 2.04575 -1.6 0.5 0.6 0.0678
H -2.06036 -1.63615 0.33837 0.2 0.2 -0.1 0.0569
H 0.24060 -2.13001 1.26930 0.3 0.2 -0.2 0.1067
H 0.33869 -0.45282 1.90340 0.1 -0.1 -0.1 0.1136
H 2.12974 2.19473 -2.72618 -0.5 0.0 0.4 0.0917
H 3.21863 0.92494 -2.37824 -0.4 -0.8 -0.2 0.0675
H 2.95241 1.99691 -1.14685 -1.0 0.1 0.5 0.0834
C -3.04429 -9.89447 1.35658 -0.7 0.8 -0.3 -0.0541
C -3.01683 -8.58277 2.15772 1.4 -0.2 0.9 -0.1976
O -3.40122 -7.50926 1.28442 -0.2 -1.4 -0.2 0.0448
C -3.41966 -6.23002 1.61067 0.2 -0.6 1.7 -0.6434
O -3.00161 -5.70682 2.61767 0.4 -0.3 0.0 0.1169
O -4.06688 -5.63617 0.66470 -0.9 1.2 -1.6 0.0363
C -4.27319 -4.23535 0.78993 -0.2 0.9 -0.2 -0.0188
H -2.89260 -10.83135 1.89264 0.4 0.4 0.4 0.0776
H -2.31400 -9.77875 0.55571 0.0 -0.3 0.0 0.0773
H -4.03033 -10.02156 0.90972 0.0 0.2 -0.2 0.0758
H -2.00605 -8.39949 2.52218 0.4 0.1 -0.4 0.1071
H -3.52218 -8.60220 3.12330 -1.0 0.1 -0.4 0.1255
H -3.33848 -3.69077 0.92355 0.0 -0.2 0.1 0.0730
H -4.97485 -3.98050 1.58418 0.2 -0.3 0.3 0.1018
H -4.74958 -3.87459 -0.12166 0.2 -0.4 -0.2 0.0988
C 5.16778 -0.35001 -4.05633 -0.6 -1.1 -1.1 -0.0804
C 5.92333 0.23757 -2.92525 0.3 1.1 0.3 -0.1499
O 6.89838 1.25167 -3.45852 0.4 -2.6 0.7 0.0436
C 6.57252 2.45490 -3.83010 1.4 1.1 0.9 -0.5874
O 5.49253 2.94506 -3.68455 -0.6 0.7 -0.6 0.1261
O 7.75856 3.09406 -4.21116 -1.4 -0.6 0.5 -0.0273
C 7.64803 4.51511 -4.40676 -0.2 -0.1 -0.4 -0.0467
H 4.51182 0.28802 -4.64855 0.7 0.7 0.1 0.0538
H 4.45360 -1.14368 -3.83693 0.2 -0.2 0.9 0.0870
H 5.91254 -0.85440 -4.67199 -0.1 0.2 -0.5 0.0894
H 6.52351 -0.52735 -2.43252 0.5 0.2 -0.4 0.1256
H 5.32550 0.60436 -2.09088 -0.1 0.8 -0.4 0.1080
H 7.02153 4.65792 -5.28721 -0.2 0.5 0.3 0.0962
H 8.62463 4.95151 -4.61627 0.2 -0.6 -0.1 0.0896
H 7.30210 5.03382 -3.51268 -0.5 -0.2 -0.1 0.0889
```
Positions in Å, forces in eV/Å.

Values from the calculation:
M	1411.0	Da
Kohn-Sham gap	10.37	eV
spin multiplicity	1
ΔE to the lowest compared entry with this formula, charge and spin	1.4164	eV
SMILES	CCOC(=O)C(F)(F)F.CCOC(=O)C(F)(F)F.CCOC(=O)C(F)(F)F.CCOC(=O)C(F)(F)F.CCOC(=O)C(F)(F)F.CCOC(=O)C(F)(F)F.CCOC(=O)C(F)(F)F.CCOC(=O)OC.CCOC(=O)OC.CCOC(=O)OC.CCOC(=O)OC
LUMO level	-0.0068	hartree


C44H67HgNO23S6V | the ωB97M-V functional and the def2-TZVPD basis

```
143
Properties=species:S:1:pos:R:3:forces:R:3:lowdin_charge:R:1
O -3.26045 -2.11986 0.92949 -0.3 0.6 -0.6 -0.1928
V -3.72982 -0.86174 0.17760 -0.8 -3.2 0.8 1.1281
Hg 4.43420 1.05406 0.24046 -2.0 0.7 -1.3 1.3225
C 0.05721 1.24803 1.25601 -1.3 -0.9 -0.8 0.0010
C 1.28918 1.18537 0.64272 0.9 1.2 0.8 -0.3147
C 1.43542 0.43170 -0.70685 3.3 1.7 -0.9 -0.3454
O 2.52206 0.56308 -1.41043 -0.6 0.0 2.5 -0.0994
C 0.41640 -0.22830 -1.27708 -3.7 -1.0 -0.3 0.0079
C -0.88641 -0.28933 -0.66480 3.3 0.7 1.7 -0.2643
C -1.00552 0.43075 0.76830 1.4 0.1 -1.0 -0.2847
O -2.03444 0.14753 1.38073 -0.9 0.7 0.1 -0.0497
O -1.85155 -0.96262 -0.99079 -1.5 0.3 -0.6 -0.0292
O 2.24870 1.86464 1.18402 0.7 -1.6 -1.5 -0.1007
H -0.08093 1.84930 2.14246 0.1 -0.2 0.2 0.1136
H 0.58860 -0.61953 -2.26888 -0.1 -0.3 0.0 0.1199
C -7.66234 -2.48416 -0.94740 4.0 2.4 4.5 0.0950
C -8.18528 -2.77284 -2.15175 -5.0 -1.5 -1.6 -0.3550
C -7.46124 -2.46566 -3.40267 -2.2 -2.3 -4.3 -0.3141
O -7.89146 -2.82626 -4.57287 0.5 0.9 3.1 0.1060
C -6.22342 -1.91687 -3.37480 3.3 1.9 2.9 0.1339
C -5.54336 -1.60263 -2.04045 -3.2 -1.4 -0.8 -0.2423
C -6.36163 -1.86441 -0.71383 -0.7 -1.2 -4.1 -0.2610
O -5.75618 -1.58760 0.33222 0.5 0.9 0.5 -0.0488
O -4.39547 -1.17812 -1.93327 1.2 1.0 1.1 -0.0357
O -9.37524 -3.22157 -2.13926 2.4 0.7 -1.0 0.1017
H -8.28574 -2.61632 -0.07544 -0.1 -0.3 0.0 0.1386
H -5.76849 -1.67560 -4.32413 0.3 0.0 0.1 0.1342
C 3.77547 6.07567 3.95951 0.4 -0.9 -0.3 -0.0084
C 3.96143 4.57553 3.66757 0.3 1.9 -0.5 -0.4978
O 4.84817 4.26595 2.89698 -0.4 -0.6 0.3 0.0522
C 2.95996 3.63608 4.21300 -0.7 -2.1 0.0 -0.0292
H 4.69241 6.56140 3.62575 -0.1 0.2 0.3 0.0857
H 3.51546 6.30905 4.99200 0.0 0.0 -0.1 0.0843
H 2.97069 6.37810 3.28946 -0.2 0.2 0.1 0.0739
H 2.97349 2.70151 3.65218 0.4 0.0 -0.3 0.0620
H 1.90491 3.90392 4.15629 0.2 0.8 0.1 0.0860
H 3.15829 3.29888 5.23038 0.2 0.5 0.2 0.0942
C -1.48311 0.39667 -4.29790 -0.1 -1.0 0.4 -0.0201
C -0.09342 0.66924 -4.77202 0.4 -1.5 -1.6 -0.4769
O 0.48001 -0.18084 -5.46842 -0.4 1.7 1.4 0.0387
C 0.46783 2.06172 -4.53930 0.6 -0.8 -0.5 -0.0105
H -1.67441 0.77403 -3.29336 -0.4 0.7 -0.4 0.0728
H -1.73276 -0.66122 -4.21641 0.6 -0.3 -0.1 0.0700
H -2.11317 0.68586 -5.13902 -0.4 0.8 0.4 0.1064
H -0.18304 2.73944 -3.98688 0.2 -0.2 0.0 0.0797
H 0.74429 2.46645 -5.51287 -0.4 0.2 -0.1 0.0971
H 1.45071 1.90788 -4.09390 -0.1 0.2 0.6 0.0647
C -2.27216 3.98360 1.13357 -0.8 0.3 0.2 -0.0651
C -2.94338 5.25769 1.47225 1.6 -3.6 -0.6 -0.2731
N -3.46184 6.22491 1.70853 -1.4 2.9 0.7 0.1449
H -2.15677 3.98891 0.04971 0.7 -0.1 0.1 0.0774
H -2.88173 3.10701 1.35298 -0.5 0.2 0.1 0.0568
H -1.38839 3.84720 1.75683 0.3 0.3 -0.6 0.0683
C 4.39081 0.12130 -4.63949 -1.3 0.3 0.2 -0.2074
C 5.20319 -1.11443 -4.20527 -0.3 0.6 0.6 -0.2000
C 6.57636 -0.65978 -3.74487 -0.5 0.8 -0.2 -0.1752
S 6.32505 1.06388 -3.04855 -0.5 -1.1 -0.5 0.7905
O 7.53114 1.82694 -3.29835 -1.1 -0.3 0.8 -0.2988
O 5.69433 0.94954 -1.69644 1.2 0.0 -0.8 -0.4530
C 4.92255 1.45336 -4.16340 1.2 0.9 -0.1 -0.2044
H 3.41628 0.04844 -4.15673 -0.3 -0.3 -0.5 0.0956
H 4.27565 0.24420 -5.71640 -0.1 -0.6 0.1 0.1221
H 5.21767 -1.84667 -5.01256 0.3 0.0 0.2 0.1248
H 4.67893 -1.53964 -3.34945 0.1 -0.3 -0.1 0.0857
H 7.18299 -0.43043 -4.62096 0.4 -0.1 0.2 0.1073
H 7.04286 -1.34925 -3.04123 0.2 0.4 0.0 0.1066
H 5.25854 2.04160 -5.01732 0.7 -0.1 0.1 0.1101
H 4.23092 2.14703 -3.68532 0.0 -0.5 0.6 0.0881
C 1.48320 5.86489 -0.10865 0.0 0.2 0.4 -0.2024
C 0.71502 4.79385 -0.93089 -0.7 0.5 1.1 -0.2245
C 1.60177 4.33406 -2.03800 1.5 -0.4 0.4 -0.1707
S 3.39408 4.50445 -1.35832 -1.3 1.0 -0.3 0.7547
O 4.07056 5.41538 -2.25490 0.1 -0.5 0.4 -0.3141
O 3.98668 3.18711 -1.08748 -0.3 0.9 0.0 -0.4204
C 2.88058 5.38745 0.19967 0.4 -1.6 -0.5 -0.2038
H 1.00637 6.08776 0.84584 -0.3 -0.1 -0.1 0.1158
H 1.57533 6.82266 -0.62076 -0.3 -0.1 -0.4 0.1253
H -0.22959 5.22855 -1.25775 0.2 0.2 -0.5 0.1159
H 0.33733 3.96908 -0.32655 0.6 -0.2 0.4 0.0890
H 1.48525 5.01162 -2.88382 0.6 -0.3 -0.2 0.1131
H 1.55422 3.27376 -2.28623 -0.3 0.2 -0.2 0.0647
H 3.61001 6.13219 0.51811 0.0 0.0 -0.4 0.1165
H 2.86389 4.57175 0.92248 0.0 0.0 0.2 0.0750
C -1.63028 -3.85164 -4.21040 -1.0 -1.6 -1.3 -0.2228
C -0.85398 -3.59683 -2.96275 0.4 0.8 0.8 -0.2265
C -1.33012 -4.54370 -1.86773 0.4 -0.5 0.4 -0.2189
S -3.10191 -4.77405 -2.12181 0.1 -1.0 -0.5 0.7710
O -3.84868 -3.93809 -1.16090 0.6 -1.4 -1.2 -0.3447
O -3.31594 -6.23732 -2.26216 -0.1 2.7 0.3 -0.3393
C -3.07273 -3.89459 -3.78205 -1.3 0.4 1.8 -0.1899
H -1.42215 -4.84260 -4.61385 0.4 -0.3 0.1 0.1243
H -1.48762 -3.21288 -5.08203 0.2 0.5 0.4 0.1236
H -1.11000 -2.62099 -2.55011 0.2 0.4 -0.4 0.0848
H 0.21907 -3.61877 -3.15292 0.0 -0.2 0.2 0.1182
H -1.18328 -4.15810 -0.85884 -0.1 0.2 -0.1 0.0990
H -0.85979 -5.52670 -1.89240 -0.2 -0.1 -0.2 0.1027
H -3.37498 -2.90549 -3.43791 -0.1 0.2 -0.1 0.0666
H -3.90529 -4.28129 -4.36975 0.5 -0.3 -0.4 0.1138
C -3.84213 1.29991 5.45784 -0.3 1.0 1.2 -0.2468
C -4.89009 0.21942 5.73155 0.9 0.3 0.4 -0.2013
C -5.82801 0.17176 4.51529 1.6 -1.3 -1.2 -0.1417
S -4.81725 0.93552 3.14672 -0.8 0.5 1.4 0.7118
O -5.41730 2.19319 2.82142 0.2 0.6 0.0 -0.2791
O -4.66175 0.01322 2.06160 0.5 -1.0 -1.5 -0.3759
C -3.28423 1.13250 4.06777 -0.7 0.0 -0.1 -0.2130
H -3.03037 1.34829 6.18365 -0.1 -0.3 0.1 0.1194
H -4.42596 2.20393 5.63105 0.5 0.7 -0.6 0.1251
H -5.33122 0.36733 6.71726 -0.3 0.1 -0.3 0.1258
H -4.28290 -0.68266 5.80692 -0.6 -0.6 -0.2 0.1082
H -6.82308 0.58678 4.35503 0.2 0.3 0.9 0.1148
H -5.84096 -0.89165 4.27633 -0.5 0.1 -0.5 0.1024
H -2.69636 1.96499 3.68115 -0.2 0.0 0.0 0.1072
H -2.72973 0.19909 3.97097 0.0 0.0 -0.1 0.0893
C 2.42205 -4.38358 -0.27549 -0.5 -2.8 0.7 -0.2343
C 3.62370 -4.96894 0.43619 2.1 -0.7 0.1 -0.2082
C 4.40187 -3.84618 1.10473 -0.5 1.1 0.3 -0.1944
S 4.33278 -2.50944 -0.09630 -1.7 -0.2 0.6 0.7571
O 5.31871 -2.71828 -1.09660 1.0 0.3 -1.0 -0.2881
O 4.26365 -1.18123 0.59054 0.2 -1.2 -0.3 -0.4381
C 2.65917 -3.01704 -0.74226 0.4 2.4 0.6 -0.1900
H 1.63801 -4.47338 0.47638 -0.4 0.6 -0.3 0.1142
H 2.17283 -5.09191 -1.06558 -0.2 0.2 -0.2 0.1256
H 4.28525 -5.49577 -0.25148 0.2 0.3 -0.3 0.1202
H 3.44390 -5.75550 1.16904 -0.6 0.3 0.1 0.1274
H 5.43021 -4.01164 1.42603 -0.1 -0.1 -0.2 0.1245
H 3.82023 -3.40157 1.91227 0.0 -0.2 0.4 0.0867
H 2.59962 -2.81577 -1.81186 0.3 -0.1 0.1 0.1134
H 1.96615 -2.37211 -0.20200 0.1 0.4 -0.3 0.0688
C -0.69982 -2.91391 5.44050 0.6 -0.3 -0.1 -0.1728
C -0.39499 -1.40414 5.58866 1.0 0.1 -1.5 -0.1868
C 0.15629 -0.91776 4.21426 1.1 0.3 0.2 -0.2138
S 1.19173 -2.26280 3.49443 -2.8 -0.3 0.1 0.7113
O 2.46978 -2.34513 4.17815 -0.7 0.0 -0.7 -0.3093
O 1.07549 -2.26242 2.02858 0.8 0.2 1.2 -0.3485
C -0.02204 -3.50127 4.11253 -0.3 0.1 1.4 -0.1800
H -1.77393 -3.09699 5.46992 0.0 -0.1 -0.5 0.1040
H -0.32786 -3.37584 6.35503 0.2 -0.4 -0.3 0.1065
H 0.39704 -1.28514 6.32799 -0.1 0.2 0.0 0.1128
H -1.23914 -0.77493 5.87078 -0.1 -0.2 0.1 0.0948
H 0.86976 -0.09747 4.29280 -0.2 0.3 0.1 0.0963
H -0.59254 -0.65039 3.46869 -0.1 -0.3 0.0 0.0726
H 0.48777 -4.45462 4.25147 0.0 0.1 0.2 0.0971
H -0.83042 -3.66971 3.40100 0.4 0.4 -0.5 0.0977
```
Positions in Å, forces in eV/Å.

Values from the calculation:
M	1421.9	Da
Kohn-Sham gap (spin up / spin down)	6.33 / 5.54	eV
spin multiplicity	3
charge	+1
LUMO level (spin up / spin down)	-0.1713 / -0.1713	hartree